Record 1
# C4H4N2O

An isolated molecule of C4H4N2O (ωB97M-V with the def2-TZVPD basis set, the OMol25 dataset).

Its LUMO energy is 0.6 eV. As for the total charge: 0. The frontier orbital gap is 10.982 eV. The SMILES is N#C[C@H]1C=NOC1. Its HOMO energy is -10.4 eV.

Last column: Mulliken charge in e.
CARTESIAN COORDINATES (ANGSTROEM)
1 N 2.654 0.067 -0.842  -0.420
2 C 1.576 0.165 -0.487  0.056
3 C 0.356 0.236 0.402  0.370
4 C -0.710 1.222 -0.016  -0.311
5 N -1.423 0.653 -0.948  -0.325
6 O -1.085 -0.695 -1.070  -0.213
7 C -0.456 -1.040 0.222  -0.573
8 H 0.954 0.356 1.301  0.310
9 H -0.853 2.236 0.252  0.434
10 H 0.130 -1.889 0.192  0.389
11 H -1.142 -1.311 0.994  0.283

***

Record 2
# C3H9NO

An isolated molecule of C3H9NO (ωB97M-V with the def2-TZVPD basis set, the OMol25 dataset).

Its LUMO energy is 0.9 eV. As for the total charge: 0. The frontier orbital gap is 10.238 eV. The SMILES is C[C@H](N)CO. Its HOMO energy is -9.3 eV.

Last column: Mulliken charge in e.
CARTESIAN COORDINATES (ANGSTROEM)
1 C 1.402 0.144 -1.261  -1.301
2 C 0.097 -0.193 -0.534  0.558
3 N -0.975 0.694 -0.978  -0.641
4 C 0.330 -0.202 0.951  -0.808
5 O -0.801 -0.555 1.703  -0.511
6 H 1.890 -0.716 -1.729  0.282
7 H 1.218 0.890 -2.023  0.405
8 H 2.189 0.558 -0.631  0.333
9 H -0.197 -1.193 -0.845  0.230
10 H -1.896 0.318 -0.823  0.238
11 H -0.860 1.653 -0.676  0.216
12 H 1.128 -0.926 1.131  0.345
13 H 0.730 0.769 1.254  0.334
14 H -1.505 0.072 1.496  0.319

***

Record 3
# C4H12

A cluster of 2 separate species, C4H12 in total (ωB97M-V with the def2-TZVPD basis set, the OMol25 dataset).

Its LUMO energy is 1.1 eV. As for the total charge: 0. The frontier orbital gap is 12.767 eV. The SMILES is CC.CC. Its HOMO energy is -11.7 eV.

Last column: Mulliken charge in e.
CARTESIAN COORDINATES (ANGSTROEM)
1 C 0.266 0.979 2.582  -0.857
2 C 1.076 -0.323 2.517  -0.764
3 H -0.783 0.775 2.794  0.268
4 H 0.629 1.617 3.389  0.323
5 H 0.336 1.574 1.671  0.260
6 H 0.930 -0.782 3.498  0.249
7 H 0.748 -1.020 1.749  0.242
8 H 2.147 -0.173 2.390  0.280
9 C -0.512 0.286 -2.996  -0.800
10 C -0.871 -0.961 -2.167  -0.689
11 H -1.136 0.415 -3.882  0.267
12 H -0.543 1.220 -2.447  0.270
13 H 0.469 0.121 -3.450  0.254
14 H -1.842 -1.374 -2.410  0.281
15 H -0.044 -1.667 -2.137  0.269
16 H -0.870 -0.688 -1.103  0.146

***

Record 4
# C3H4MgNaO4

A structure of composition C3H4MgNaO4 (ωB97M-V with the def2-TZVPD basis set, the OMol25 dataset).

As for the expectation value of S²: 0.751. Its LUMO energy (spin up / spin down) is -1.5 / -1.6 eV. As for the total charge: 0. As for the spin multiplicity: 2. The frontier orbital gap (spin up / spin down) is 3.760 / 6.685 eV. Its HOMO energy (spin up / spin down) is -5.2 / -8.2 eV.

Last column: Mulliken charge in e.
CARTESIAN COORDINATES (ANGSTROEM)
1 O -1.692 -1.216 0.612  -0.827
2 O 0.466 0.443 1.391  -0.839
3 C 1.497 0.555 0.468  -0.322
4 C 0.948 0.244 -0.927  -0.415
5 O -0.010 -0.812 -0.779  -0.319
6 C -1.207 -0.416 -0.289  1.249
7 H 1.920 1.579 0.442  0.257
8 H 2.349 -0.124 0.670  0.215
9 H 1.724 -0.097 -1.623  0.274
10 H 0.431 1.123 -1.337  0.269
11 O -1.943 0.383 -0.902  -0.810
12 Mg -0.298 -1.189 2.148  0.412
13 Na -4.186 -0.474 0.128  0.855

***

Record 5
# C22H23N3O4

An isolated molecule of C22H23N3O4 (ωB97M-V with the def2-TZVPD basis set, the OMol25 dataset).

Its LUMO energy is 0.5 eV. As for the total charge: 0. The frontier orbital gap is 8.311 eV. The SMILES is COc1ccc(-c2cc(C(=O)N3CCN(c4ccccc4)CC3)no2)cc1OC. Its HOMO energy is -7.8 eV.

Last column: Mulliken charge in e.
CARTESIAN COORDINATES (ANGSTROEM)
1 C 6.934 0.527 -0.193  -0.710
2 O 6.115 -0.520 -0.666  -0.479
3 C 4.794 -0.594 -0.362  0.498
4 C 4.163 -1.730 -0.867  -0.597
5 C 2.824 -1.976 -0.662  -0.913
6 C 2.068 -1.071 0.078  -0.360
7 C 0.656 -1.285 0.302  0.690
8 C -0.265 -0.617 1.072  0.039
9 C -1.484 -1.279 0.802  0.373
10 C -2.768 -0.824 1.388  0.269
11 O -2.760 -0.240 2.459  -0.685
12 N -3.919 -1.034 0.701  0.026
13 C -4.034 -1.519 -0.655  -0.723
14 C -4.477 -0.330 -1.550  -0.889
15 N -4.118 0.923 -0.921  -0.077
16 C -2.787 1.331 -0.931  0.915
17 C -1.807 0.655 -1.668  0.001
18 C -0.499 1.100 -1.700  -0.798
19 C -0.116 2.229 -1.001  -0.489
20 C -1.079 2.929 -0.294  -0.886
21 C -2.390 2.499 -0.269  -0.455
22 C -4.939 1.121 0.261  -0.687
23 C -5.049 -0.203 1.064  -0.889
24 N -1.290 -2.266 -0.043  -0.971
25 O 0.025 -2.280 -0.350  -0.229
26 C 2.684 0.072 0.587  -0.535
27 C 4.028 0.332 0.379  1.371
28 O 4.649 1.458 0.857  -0.477
29 C 3.892 2.386 1.594  -0.848
30 H 6.953 0.564 0.897  0.264
31 H 7.931 0.293 -0.566  0.300
32 H 6.618 1.496 -0.583  0.250
33 H 4.771 -2.418 -1.432  0.431
34 H 2.359 -2.862 -1.065  0.493
35 H -0.138 0.219 1.724  0.622
36 H -4.785 -2.315 -0.679  0.376
37 H -3.079 -1.941 -0.965  0.397
38 H -4.042 -0.396 -2.546  0.454
39 H -5.565 -0.326 -1.665  0.391
40 H -2.043 -0.238 -2.222  0.173
41 H 0.232 0.544 -2.271  0.426
42 H 0.910 2.564 -1.020  0.494
43 H -0.811 3.828 0.241  0.398
44 H -3.111 3.095 0.268  0.382
45 H -4.498 1.885 0.895  0.259
46 H -5.934 1.458 -0.052  0.401
47 H -5.967 -0.745 0.825  0.329
48 H -5.010 -0.009 2.135  0.418
49 H 2.080 0.769 1.143  0.378
50 H 4.590 3.180 1.859  0.250
51 H 3.488 1.942 2.509  0.352
52 H 3.075 2.807 1.000  0.275

***

Record 6
# C4H12

A cluster of 2 separate species, C4H12 in total (ωB97M-V with the def2-TZVPD basis set, the OMol25 dataset).

Its LUMO energy is 1.1 eV. As for the total charge: 0. The frontier orbital gap is 12.561 eV. The SMILES is CC.CC. Its HOMO energy is -11.5 eV.

Last column: Mulliken charge in e.
CARTESIAN COORDINATES (ANGSTROEM)
1 C 0.201 -1.777 1.811  -0.543
2 C 1.735 -1.737 1.763  -0.811
3 H -0.116 -1.517 2.826  0.247
4 H -0.199 -0.923 1.265  0.054
5 H -0.149 -2.755 1.499  0.269
6 H 2.068 -0.988 2.483  0.252
7 H 2.201 -2.679 2.043  0.299
8 H 2.044 -1.458 0.755  0.245
9 C -0.724 1.977 -2.500  -0.832
10 C -1.232 1.512 -1.153  -0.735
11 H -1.340 1.597 -3.315  0.262
12 H -0.491 3.039 -2.471  0.267
13 H 0.226 1.495 -2.763  0.276
14 H -0.449 1.160 -0.489  0.140
15 H -1.732 2.273 -0.536  0.315
16 H -2.043 0.781 -1.217  0.294

***

Record 7
# C8H9N

An isolated molecule of C8H9N (ωB97M-V with the def2-TZVPD basis set, the OMol25 dataset).

Its LUMO energy is 0.6 eV. As for the total charge: 0. The frontier orbital gap is 8.904 eV. The SMILES is C[C@H]1C=CC=N[C@H]2C=C21. Its HOMO energy is -8.3 eV.

Last column: Mulliken charge in e.
CARTESIAN COORDINATES (ANGSTROEM)
1 C 0.854 0.334 2.265  -1.478
2 C 0.055 0.206 1.009  0.912
3 C -0.227 1.426 0.205  -0.499
4 C -0.840 1.246 -0.983  -0.452
5 C -1.311 0.139 -1.734  -0.245
6 N -1.166 -1.087 -1.684  -0.564
7 C -0.216 -1.691 -0.931  -0.467
8 C 1.272 -1.247 -1.061  -0.467
9 C 0.629 -0.794 -0.031  -0.199
10 H 0.903 -0.572 2.850  0.336
11 H 0.379 1.053 2.873  0.441
12 H 1.921 0.512 1.823  0.299
13 H -1.064 -0.175 1.201  0.243
14 H 0.154 2.298 0.629  0.459
15 H -0.946 2.106 -1.532  0.362
16 H -2.104 0.393 -2.381  0.428
17 H -0.370 -2.753 -0.857  0.409
18 H 2.078 -1.394 -1.660  0.481

***

Record 8
# C5H11N3S

A structure of composition C5H11N3S (ωB97M-V with the def2-TZVPD basis set, the OMol25 dataset).

Its LUMO energy (spin up / spin down) is -11.7 / -11.7 eV. As for the total charge: +2. The frontier orbital gap (spin up / spin down) is 6.800 / 6.798 eV. Its HOMO energy (spin up / spin down) is -18.5 / -18.5 eV.

Last column: Mulliken charge in e.
CARTESIAN COORDINATES (ANGSTROEM)
1 C -0.178 -1.066 -0.109  0.242
2 C 1.980 0.265 -0.007  0.878
3 C 3.447 0.147 -0.079  -1.304
4 C -3.011 0.521 -0.576  -0.907
5 C -2.415 -0.223 0.549  -0.419
6 N -1.031 -0.251 0.386  -0.247
7 N 1.187 -0.854 -0.155  -0.107
8 N 1.458 1.466 0.122  -0.196
9 S -0.152 1.903 0.002  0.309
10 H -0.351 -2.106 -0.449  0.427
11 H 3.821 0.365 -1.109  0.388
12 H 3.761 -0.892 0.074  0.338
13 H 4.057 0.800 0.508  0.430
14 H -2.415 1.377 -0.938  0.256
15 H -3.246 -0.155 -1.414  0.345
16 H -4.025 0.738 -0.330  0.345
17 H -2.739 0.155 1.501  0.322
18 H -2.790 -1.194 0.599  0.401
19 H 1.679 -1.583 -0.540  0.222
20 H 1.971 2.222 0.393  0.278